No. 1
18
Properties=species:S:1:pos:R:3 method="wB97M-V/def2-TZVPD" multiplicity=3 de_lowest_kj_mol=61.1 largest_force_ev_per_a=5.195 homo_lumo_gap_ha="0.236 / 0.235" s_squared=2.010
C -0.68 -1.24 -0.52
C -0.67 0.76 0.78
C -1.97 -0.95 -0.98
C -1.93 1.11 0.38
C -0.05 -0.35 0.34
C -2.57 0.19 -0.49
C 2.72 0.62 -0.24
O 1.87 -2.23 0.57
O 1.74 -0.50 2.27
F 1.81 1.08 -1.19
S 1.52 -0.92 0.95
Cl -4.04 0.75 -1.11
Br 4.09 -0.43 -1.09
Br 3.22 1.98 0.92
H -0.04 -1.95 -0.78
H -0.22 1.52 1.34
H -2.47 -1.45 -1.81
H -2.33 2.02 0.66

***

No. 2
18
Properties=species:S:1:pos:R:3 method="wB97M-V/def2-TZVPD" largest_force_ev_per_a=2.239 homo_lumo_gap_ha=0.248 total_charge=+1
C 0.58 0.86 0.14
C 0.65 -0.51 -0.14
C -0.65 1.47 0.29
C -0.50 -1.26 -0.23
C -1.83 0.73 0.16
C -1.76 -0.67 -0.07
C -3.55 2.45 0.16
O -3.10 1.26 0.25
O -2.82 -1.46 -0.24
P -4.35 -1.55 0.51
Cl -5.22 2.58 0.31
Cl -2.66 3.86 -0.13
Cl -4.50 -3.54 0.42
Cl -5.45 -0.98 -1.07
H 1.48 1.43 0.25
H 1.61 -0.98 -0.27
H -0.68 2.51 0.54
H -0.47 -2.32 -0.43

***

No. 3
17
Properties=species:S:1:pos:R:3 method="wB97M-V/def2-TZVPD" largest_force_ev_per_a=6.382 homo_lumo_gap_ha="0.299 / 0.272"
C -0.55 -0.45 -0.33
C -0.22 0.92 -0.59
C 0.21 -1.12 0.60
C 0.84 1.53 0.08
C 1.23 -0.51 1.23
C 1.59 0.75 1.00
C 2.45 -2.77 2.67
N 1.18 -2.94 2.85
O 0.76 -2.57 3.94
O 0.54 -3.56 2.02
F 2.54 1.49 1.67
F 3.13 -3.44 1.78
F 3.25 -2.35 3.61
H -1.44 -0.92 -0.63
H -0.84 1.43 -1.39
H 0.00 -2.16 0.60
H 1.03 2.55 -0.15

***

No. 4
15
Properties=species:S:1:pos:R:3 method="wB97M-V/def2-TZVPD" de_lowest_kj_mol=128.6 largest_force_ev_per_a=2.701 homo_lumo_gap_ha="0.233 / 0.233"
C 0.76 0.95 -1.62
C -0.42 0.36 -2.07
C 1.03 1.03 -0.27
C -1.25 -0.27 -1.17
C 0.21 0.39 0.66
C -0.91 -0.33 0.19
C 0.21 -1.15 2.48
N -1.51 -1.28 0.97
N -0.76 -1.63 1.91
I 0.23 1.35 2.59
I 1.92 -2.03 3.19
H 1.44 1.41 -2.33
H -0.67 0.38 -3.12
H 1.88 1.60 0.07
H -2.15 -0.77 -1.48

***

No. 5
15
Properties=species:S:1:pos:R:3 method="wB97M-V/def2-TZVPD" de_lowest_kj_mol=495.6 largest_force_ev_per_a=8.568 smiles="N#Cc1cccc([N+](=O)[O-])c1" homo_lumo_gap_ha=0.315
N 2.17 1.91 2.79
C 1.50 1.09 2.18
C 0.81 0.21 1.21
C -0.47 -0.59 1.56
C -1.37 -1.10 0.69
C -0.95 -0.95 -0.69
C 0.09 -0.09 -1.10
N 0.19 0.32 -2.38
O -0.56 -0.38 -3.13
O 0.73 1.37 -2.92
C 1.00 0.47 -0.14
H -0.99 -0.51 2.68
H -2.22 -1.78 1.16
H -1.67 -1.29 -1.57
H 1.75 1.32 -0.34

***

No. 6
18
Properties=species:S:1:pos:R:3 method="wB97M-V/def2-TZVPD" multiplicity=3 de_lowest_kj_mol=266.5 largest_force_ev_per_a=15.786 homo_lumo_gap_ha="0.150 / 0.161" s_squared=2.067 total_charge=+3
V 1.74 0.42 -0.38
O -2.10 -1.91 -4.48
C -1.59 -1.46 -3.60
C 1.98 2.23 0.49
O 1.62 3.38 0.81
C 2.31 -1.25 0.47
O 2.42 -2.47 0.78
C 2.56 0.47 -1.99
O 3.16 0.55 -2.99
N -0.20 0.23 1.51
C -1.34 0.10 2.19
C -2.33 -0.19 1.25
C -1.70 -0.15 0.00
N -0.39 0.08 0.12
H 0.76 0.36 1.92
H -1.33 0.25 3.27
H -3.36 -0.36 1.54
H -2.22 -0.26 -0.93

***

No. 7
20
Properties=species:S:1:pos:R:3 method="wB97M-V/def2-TZVPD" multiplicity=2 de_lowest_kj_mol=0.0 largest_force_ev_per_a=0.577 homo_lumo_gap_ha="0.209 / 0.337" s_squared=0.755 total_charge=-1
Zn 1.68 -0.41 -0.68
O -1.64 -0.96 -2.84
C -0.73 -0.75 -2.04
O 0.50 -1.06 -2.14
C -1.12 0.01 -0.76
C -2.43 0.41 -0.55
C -2.75 1.08 0.61
C -1.76 1.33 1.54
C -0.47 0.90 1.27
N -0.16 0.26 0.14
H -3.15 0.18 -1.32
H -3.77 1.41 0.79
H -1.96 1.85 2.47
H 0.34 1.08 1.96
S 3.64 2.33 -1.10
C 3.00 0.92 -1.38
O 3.35 -1.09 0.86
N 2.73 -2.17 1.02
O 3.09 -3.05 1.78
O 1.63 -2.28 0.36

***

No. 8
12
Properties=species:S:1:pos:R:3 method="wB97M-V/def2-TZVPD" de_lowest_kj_mol=191.3 largest_force_ev_per_a=7.737 homo_lumo_gap_ha=0.350
C 1.95 -1.98 -0.50
C 1.30 -1.03 -0.73
C 0.55 0.01 -1.48
C -0.35 0.78 -1.09
C -0.91 0.96 0.26
O -1.65 1.96 0.46
C -0.51 -0.05 1.17
C -0.39 -0.89 2.06
H 2.81 -2.72 -0.11
H 1.03 0.34 -2.48
H -0.66 1.69 -1.72
H 0.13 -1.82 2.45

***

No. 9
19
Properties=species:S:1:pos:R:3 method="wB97M-V/def2-TZVPD" de_lowest_kj_mol=337.9 largest_force_ev_per_a=3.616 smiles="O=C1C[C@H]2OO[C@]23C(=O)[C@@]32OO[C@@]12OO" homo_lumo_gap_ha=0.311
O 1.15 1.18 2.09
C 0.84 0.58 1.09
C 1.15 -0.81 0.72
C 0.11 -1.64 -0.03
O -0.38 -2.62 0.86
O -1.71 -2.00 0.88
C -1.25 -1.04 -0.08
C -1.86 -0.40 -1.31
O -2.44 -0.62 -2.29
C -1.35 0.44 -0.17
O -2.09 1.37 0.57
O -1.00 2.26 0.62
C -0.04 1.34 0.05
O 0.52 1.88 -1.05
O 1.90 2.02 -0.89
H 2.00 -0.79 0.15
H 1.45 -1.36 1.60
H 0.62 -1.96 -0.97
H 2.36 2.17 -1.81

***

No. 10
16
Properties=species:S:1:pos:R:3 method="wB97M-V/def2-TZVPD" de_lowest_kj_mol=248.6 largest_force_ev_per_a=4.104 homo_lumo_gap_ha=0.294
C 1.06 2.11 -0.43
C 0.26 1.45 -1.27
C 1.46 1.57 0.76
C -0.17 0.16 -0.99
C 1.03 0.29 1.10
C 0.12 -0.30 0.28
C -0.57 -1.44 0.89
N -1.86 -2.15 -0.49
O -0.57 -1.83 1.99
Br -1.00 -3.37 -1.49
Br -3.38 -2.83 0.40
H 1.19 3.08 -0.58
H -0.14 1.89 -2.13
H 2.01 2.06 1.49
H -0.82 -0.50 -1.56
H 1.37 -0.19 2.03